# 1
A structure of composition C18H28IrO5Se3Te. Source: the OMol25 dataset; level of theory: ωB97M-V/def2-TZVPD.

CARTESIAN COORDINATES (ANGSTROEM)
Ir (-0.673039, 0.048234, -0.065942)
C (1.662960, -1.782101, 1.212674)
C (2.265819, -0.705230, 2.077415)
O (1.207322, 0.096315, 2.568004)
C (1.452954, 1.481828, 2.695045)
C (0.413779, 2.225118, 1.892573)
O (0.499176, 1.762007, 0.511646)
C (0.388801, 2.768676, -0.511610)
C (0.832714, 2.094645, -1.801783)
O (0.496282, 0.678920, -1.742699)
C (1.634296, -0.196500, -1.991500)
C (1.387003, -1.505519, -1.282169)
O (1.005996, -1.167002, 0.065551)
H (0.907459, -2.354099, 1.743717)
H (2.423723, -2.462934, 0.833191)
H (2.975296, -0.103466, 1.500391)
H (2.811548, -1.178140, 2.899919)
H (2.453078, 1.736809, 2.332213)
H (1.382944, 1.788121, 3.742222)
H (0.595279, 3.299675, 1.918943)
H (-0.594245, 2.015128, 2.251493)
H (1.055179, 3.597897, -0.272970)
H (-0.637810, 3.129577, -0.560827)
H (1.909810, 2.180914, -1.927676)
H (0.335359, 2.525684, -2.668839)
H (2.528538, 0.279684, -1.588676)
H (1.735233, -0.331635, -3.068041)
H (2.295968, -2.105163, -1.276000)
H (0.582320, -2.082303, -1.734753)
Se (-2.311662, -1.419170, 0.452783)
Se (-1.589242, -3.367453, 1.562165)
Te (-1.913151, -5.045728, -0.325153)
Se (0.250924, -5.142953, -1.302909)
C (-7.438666, 5.205753, -0.996559)
C (-6.304208, 4.285656, -0.683223)
C (-6.174833, 3.711997, 0.581570)
C (-5.135171, 2.860813, 0.886897)
C (-5.072737, 2.268038, 2.270689)
C (-4.166306, 2.576337, -0.123278)
C (-3.131315, 1.686363, 0.228685)
O (-2.181909, 1.335809, -0.531040)
C (-4.287564, 3.157609, -1.425144)
C (-3.319775, 2.883005, -2.539322)
C (-5.352252, 3.994114, -1.665648)
H (-8.154817, 5.260494, -0.180523)
H (-7.956094, 4.879650, -1.899727)
H (-7.059154, 6.210998, -1.191717)
H (-6.914771, 3.937260, 1.338902)
H (-5.899891, 2.640737, 2.869145)
H (-4.151560, 2.533038, 2.792127)
H (-5.153252, 1.179517, 2.248933)
H (-3.157029, 1.252606, 1.230210)
H (-3.260618, 1.817388, -2.761198)
H (-2.311760, 3.211395, -2.280897)
H (-3.630040, 3.409154, -3.439093)
H (-5.463189, 4.437328, -2.647787)

Atomic forces in eV per Å
Ir -0.13 -0.07 0.06
C 0.05 0.09 -0.01
C -0.03 -0.01 0.02
O -0.06 -0.02 -0.01
C 0.05 -0.05 -0.04
C -0.03 0.00 -0.02
O 0.06 0.06 0.07
C -0.01 0.01 0.02
C -0.04 0.04 -0.01
O 0.03 0.06 0.01
C 0.03 -0.05 0.02
C 0.03 0.04 0.02
O -0.06 -0.08 -0.02
H 0.02 0.03 0.03
H 0.00 0.01 0.00
H -0.01 -0.01 -0.03
H 0.01 -0.01 0.00
H -0.02 0.01 0.02
H 0.00 -0.01 -0.01
H 0.00 0.00 -0.04
H 0.00 0.00 0.01
H 0.00 0.00 -0.01
H 0.03 0.00 -0.01
H 0.00 -0.02 -0.01
H 0.00 -0.01 0.00
H -0.01 0.01 0.00
H 0.01 -0.02 0.00
H 0.01 0.00 0.00
H -0.04 -0.03 0.00
Se 0.09 -0.12 0.07
Se -0.01 0.18 -0.09
Te -0.08 -0.05 0.01
Se 0.05 0.01 -0.05
C -0.01 0.01 0.00
C 0.00 0.00 0.03
C -0.01 0.00 -0.02
C 0.04 0.01 -0.03
C 0.00 -0.01 0.01
C -0.04 0.04 -0.02
C -0.05 -0.06 -0.02
O 0.11 0.02 -0.01
C 0.01 -0.01 0.06
C -0.01 -0.01 0.00
C 0.01 -0.02 -0.01
H 0.00 0.00 0.00
H 0.00 0.00 0.00
H 0.00 0.00 0.00
H 0.00 0.00 0.00
H 0.00 0.00 0.00
H 0.00 0.00 0.00
H 0.00 0.00 0.00
H 0.00 0.04 -0.01
H 0.00 -0.01 0.00
H 0.00 0.01 0.00
H 0.00 0.00 0.01
H 0.00 0.00 0.00

Output
- Total charge: +2
- 2S+1: 2
- E_tot: -8654.9199 Ha
- Orbital gap (spin up / spin down): 5.93 / 6.27 eV
- Energy above the lowest of the compared OMol25 structures with the same formula, charge and spin: 26.2 kcal/mol

# 2
A cluster of 6 separate species, C28H58F2N2O6 in total. Source: the OMol25 dataset; level of theory: ωB97M-V/def2-TZVPD.

CARTESIAN COORDINATES (ANGSTROEM)
C (5.198809, 0.346174, 2.554564)
C (4.388723, -0.022684, 1.316611)
C (3.145885, 0.845136, 1.130956)
O (2.581143, 0.798344, -0.166563)
C (2.337101, -0.489135, -0.697366)
C (1.403812, -1.371915, 0.135288)
C (1.879386, -2.844463, 0.166103)
C (2.217903, -3.360174, 1.580667)
C (1.244833, -4.403058, 2.094885)
F (0.963187, -5.359511, 1.129345)
N (0.046609, -1.405960, -0.416869)
F (-0.314730, -0.059379, -0.715890)
C (-0.924433, -1.884658, 0.558851)
C (-2.337811, -1.359558, 0.354760)
C (-2.644528, -0.045160, 1.070234)
C (-2.727250, -0.154507, 2.591109)
C (-1.408065, 0.037645, 3.391274)
N (-0.391833, 0.912876, 2.817235)
H (5.329756, 1.420297, 2.605681)
H (6.161317, -0.147878, 2.496232)
H (4.678626, -0.014211, 3.431983)
H (4.063115, -1.053340, 1.444135)
H (4.970995, -0.009253, 0.397290)
H (3.426633, 1.873427, 1.313827)
H (2.422189, 0.607923, 1.908709)
H (1.851721, -0.318899, -1.649321)
H (3.256131, -1.011628, -0.939745)
H (1.329905, -1.051819, 1.175703)
H (2.770053, -2.969508, -0.436646)
H (1.127772, -3.479293, -0.280899)
H (3.197956, -3.823231, 1.546875)
H (2.255222, -2.553944, 2.306825)
H (0.322302, -3.931933, 2.434217)
H (1.689015, -4.902893, 2.952656)
H (-0.955720, -2.962691, 0.448033)
H (-0.626252, -1.693055, 1.593807)
H (-3.026519, -2.108704, 0.738784)
H (-2.558109, -1.279612, -0.703490)
H (-1.936848, 0.704623, 0.739046)
H (-3.613565, 0.299125, 0.718993)
H (-3.111650, -1.146095, 2.830452)
H (-3.457349, 0.553028, 2.969454)
H (-1.655390, 0.439043, 4.368407)
H (-0.940254, -0.929691, 3.535767)
H (-0.063133, 0.590069, 1.916516)
H (-0.718638, 1.866163, 2.732245)
C (-0.158669, 1.659750, -3.625990)
C (1.116894, 1.213455, -4.279354)
O (1.793848, 0.314707, -3.828846)
C (1.513879, 1.920397, -5.551881)
H (-0.337875, 1.062590, -2.736192)
H (-0.098721, 2.712404, -3.344111)
H (-0.988719, 1.515667, -4.320677)
H (1.676814, 2.983966, -5.373938)
H (0.723858, 1.790359, -6.293940)
H (2.437147, 1.483663, -5.928844)
C (2.025376, 1.875482, 5.841009)
C (2.944349, 2.627545, 4.910244)
O (3.019207, 2.340327, 3.738937)
C (3.760253, 3.750641, 5.504962)
H (1.497935, 1.105371, 5.281350)
H (2.602754, 1.410676, 6.642658)
H (1.294856, 2.558228, 6.278075)
H (4.408972, 3.364442, 6.292846)
H (3.100075, 4.509592, 5.927774)
H (4.373315, 4.204338, 4.729477)
C (-5.299737, 3.198233, 5.975305)
C (-4.043256, 2.668783, 5.328384)
O (-3.456486, 1.710635, 5.775400)
C (-3.552723, 3.390646, 4.096126)
H (-5.541939, 2.593035, 6.845599)
H (-5.151441, 4.232601, 6.289292)
H (-6.130190, 3.156501, 5.268817)
H (-3.334233, 4.432679, 4.334600)
H (-4.312539, 3.356348, 3.313611)
H (-2.646636, 2.911464, 3.732234)
C (-3.467742, -1.381314, -3.769248)
C (-3.743668, -0.359691, -4.844936)
O (-3.302829, 0.764526, -4.771344)
C (-4.580899, -0.806118, -6.016820)
H (-2.851404, -0.931469, -2.993003)
H (-4.405601, -1.725217, -3.329175)
H (-2.938106, -2.235366, -4.194366)
H (-5.565617, -1.127336, -5.672437)
H (-4.089963, -1.636051, -6.527516)
H (-4.698487, 0.019974, -6.714030)
C (0.770613, -0.999890, -8.171163)
C (-0.068823, -1.930659, -7.327455)
O (-1.274181, -1.830500, -7.282048)
C (0.667896, -2.984372, -6.538751)
H (0.122282, -0.288601, -8.678314)
H (1.467797, -0.456713, -7.531055)
H (1.331174, -1.563772, -8.918172)
H (1.363331, -2.510722, -5.843292)
H (1.225551, -3.635294, -7.214164)
H (-0.045714, -3.581974, -5.976371)

Atomic forces in eV per Å
C -0.17 -0.18 -0.69
C -0.54 -0.27 -0.09
C 0.56 -0.11 0.17
O -0.09 -0.10 0.01
C -0.56 0.37 -0.07
C 0.10 -0.71 -0.10
C 0.03 0.22 0.62
C -0.13 -0.54 -0.62
C 0.23 0.48 0.49
F -0.06 0.01 0.03
N 0.00 -0.20 -0.43
F 0.08 0.39 0.30
C -0.45 -0.16 0.06
C -0.08 0.08 0.17
C -0.21 -0.10 -0.21
C 0.51 -0.06 0.11
C -0.06 0.20 -0.55
N 0.03 -0.08 0.34
H 0.13 0.18 0.21
H 0.28 0.00 0.17
H -0.05 0.15 0.37
H 0.02 -0.34 -0.14
H 0.25 0.23 -0.03
H -0.07 0.34 -0.18
H -0.27 -0.07 0.07
H -0.04 0.08 -0.22
H 0.38 -0.13 0.31
H 0.22 0.45 0.11
H 0.08 0.16 -0.30
H -0.18 -0.18 -0.15
H 0.27 -0.02 0.11
H 0.07 0.16 0.15
H -0.28 -0.15 -0.24
H -0.04 -0.24 0.08
H 0.18 -0.27 -0.09
H 0.23 0.17 0.09
H -0.10 -0.21 0.10
H 0.09 0.06 -0.26
H 0.15 0.25 0.12
H -0.22 0.03 -0.13
H -0.19 -0.08 0.16
H -0.15 0.22 0.03
H -0.07 -0.11 0.22
H 0.12 -0.22 0.19
H -0.08 0.18 -0.10
H 0.06 -0.01 -0.17
C 0.01 -0.23 0.12
C 0.06 0.01 0.11
O -0.03 -0.02 -0.17
C 0.22 -0.22 -0.07
H 0.01 0.01 0.02
H -0.05 0.04 -0.14
H -0.06 0.17 0.03
H -0.17 0.03 -0.02
H -0.03 0.19 0.00
H 0.00 0.01 -0.01
C -0.03 -0.15 -0.17
C -0.10 -0.06 -0.03
O 0.10 0.14 0.11
C 0.07 0.01 -0.21
H -0.01 0.04 -0.04
H -0.04 0.11 0.09
H 0.06 0.00 0.12
H -0.08 0.05 0.10
H 0.02 -0.05 0.13
H -0.01 -0.01 -0.01
C 0.04 -0.17 0.13
C 0.03 -0.06 0.02
O -0.01 0.04 -0.02
C 0.14 -0.15 0.03
H 0.01 -0.01 0.00
H -0.07 0.05 -0.11
H 0.01 0.13 -0.03
H -0.11 0.04 -0.06
H -0.03 0.12 0.02
H 0.00 -0.01 0.01
C 0.11 0.16 0.10
C 0.08 -0.02 -0.06
O -0.02 0.04 -0.01
C 0.02 0.17 -0.05
H 0.00 0.00 -0.03
H 0.00 -0.11 -0.07
H -0.10 -0.06 -0.02
H 0.03 -0.12 0.00
H -0.03 -0.06 0.06
H 0.01 0.01 0.01
C -0.26 0.09 -0.01
C -0.03 -0.01 0.02
O 0.01 0.02 0.02
C -0.19 -0.02 0.07
H -0.01 0.00 0.01
H 0.12 -0.09 -0.05
H 0.12 -0.01 0.10
H 0.09 -0.02 -0.07
H 0.11 0.06 0.03
H -0.01 0.00 0.00

Output
- E_tot: -1862.2430 Ha
- SMILES: CCCOC[C@H](CCCF)N(F)CCCCCN.CC(C)=O.CC(C)=O.CC(C)=O.CC(C)=O.CC(C)=O
- Orbital gap: 9.47 eV

# 3
The molecule C4H10N2O2. Source: the OMol25 dataset; level of theory: ωB97M-V/def2-TZVPD.

CARTESIAN COORDINATES (ANGSTROEM)
C (1.057935, 0.757688, 1.310282)
C (0.762800, 0.960645, -1.423578)
C (-0.740067, -1.914793, -0.010592)
C (0.732152, 0.157027, -0.073704)
N (-0.608632, -0.412878, 0.069918)
N (-1.639525, 0.354967, 0.145492)
O (-2.695079, -0.250389, 0.025216)
O (-1.515948, 1.563906, 0.354559)
H (0.697712, 1.814571, 1.469252)
H (0.493144, 0.111769, 2.122868)
H (2.139885, 0.886531, 1.499630)
H (0.447119, 1.966580, -1.425213)
H (0.156573, 0.306166, -2.140584)
H (1.756728, 0.956800, -1.754737)
H (-0.068706, -2.219941, -0.792852)
H (-0.669992, -2.362044, 0.909946)
H (-1.754762, -2.025115, -0.167999)
H (1.448658, -0.651484, -0.117901)

Atomic forces in eV per Å
C -0.59 1.40 1.44
C -0.72 -2.65 0.48
C 0.05 3.38 -1.31
C -0.71 1.42 0.79
N 3.35 -2.67 -0.22
N -1.68 0.39 0.27
O -1.59 0.76 0.20
O 0.09 -0.60 -0.43
H -0.08 -1.17 -0.42
H 1.60 1.20 -1.51
H -0.39 -0.74 -0.01
H -0.81 0.94 0.36
H 0.78 1.20 0.73
H 1.54 -0.01 -0.70
H 0.03 -0.57 -0.08
H 1.33 -0.96 2.39
H -1.90 -0.76 -1.42
H -0.30 -0.56 -0.57

Output
- E_tot: -418.2398 Ha
- SMILES: CC(C)N(C)[N+](=O)[O-]
- Orbital gap: 10.72 eV
- Energy above the lowest of the compared OMol25 structures with the same formula, charge and spin: 138.8 kcal/mol

# 4
The ion C3H9N3O with charge +1. Source: the OMol25 dataset; level of theory: ωB97M-V/def2-TZVPD.

CARTESIAN COORDINATES (ANGSTROEM)
O (2.274022, 1.145773, 1.846466)
C (1.247147, 0.571470, 1.582904)
N (0.861666, -0.617127, 2.097831)
C (0.421372, 0.955662, 0.334266)
N (-0.742916, 0.146831, 0.098671)
C (-0.836240, -0.844974, -1.011620)
N (-0.996043, -0.325884, -2.369615)
H (1.012799, -0.616321, 3.104391)
H (0.129109, -1.086280, 1.576315)
H (1.090658, 0.978018, -0.520970)
H (-0.031164, 1.936801, 0.424968)
H (-1.654775, 0.583325, 0.186406)
H (-1.753671, -1.407428, -0.795138)
H (0.056722, -1.487565, -1.048943)
H (-0.370090, -0.587111, -3.134450)
H (-0.708596, 0.654807, -2.371487)

Atomic forces in eV per Å
O -1.44 0.25 0.20
C 1.82 -1.13 -0.37
N 0.11 1.26 0.56
C -2.31 0.67 -1.59
N 0.99 -0.27 -2.45
C 0.21 -1.42 0.00
N 0.36 2.61 -0.33
H -0.08 -1.14 -0.24
H -0.21 -0.07 0.96
H 0.22 -0.34 -0.03
H 0.73 0.59 0.63
H 0.07 0.15 0.87
H 0.50 -0.13 0.12
H -0.28 -0.04 0.74
H 0.14 -1.33 0.76
H -0.83 0.35 0.16

Output
- Total charge: +1
- 2S+1: 2
- E_tot: -358.8625 Ha
- Orbital gap (spin up / spin down): 11.42 / 5.16 eV
- Energy above the lowest of the compared OMol25 structures with the same formula, charge and spin: 31.1 kcal/mol

# 5
The molecule C3H4N4O. Source: the OMol25 dataset; level of theory: ωB97M-V/def2-TZVPD.

CARTESIAN COORDINATES (ANGSTROEM)
C (-0.396730, -0.021497, -0.090336)
C (1.220457, -1.408501, 0.055278)
C (0.897280, 0.693600, -0.068401)
H (-3.297070, 0.247973, 0.130339)
H (1.781051, -2.375885, 0.008965)
H (2.856549, 0.016536, 0.424515)
H (0.041129, 2.371211, 0.166717)
N (-1.504883, 0.565933, 0.040280)
N (-0.080490, -1.404276, -0.091647)
N (1.858822, -0.191908, 0.032376)
N (0.945728, 1.967398, -0.043042)
O (-2.530244, -0.300185, 0.040557)

Atomic forces in eV per Å
C 1.25 -1.51 0.41
C -0.94 -2.29 -1.02
C -3.78 5.26 0.48
H -0.71 0.48 0.08
H -0.40 1.14 0.43
H -2.80 -0.53 -1.25
H -0.29 -0.15 -0.69
N 0.58 0.62 -0.38
N 1.20 0.07 0.36
N 4.62 -1.67 0.94
N 1.83 -0.23 0.61
O -0.56 -1.19 0.03

Output
- E_tot: -410.8986 Ha
- SMILES: [H]/N=C1/NC=N/C1=N\O
- Orbital gap: 8.68 eV
- Energy above the lowest of the compared OMol25 structures with the same formula, charge and spin: 65.7 kcal/mol

# 6
A cluster of 2 separate species, C3H7N2 in total. Source: the OMol25 dataset; level of theory: ωB97M-V/def2-TZVPD.

CARTESIAN COORDINATES (ANGSTROEM)
C (1.297806, 0.563073, 0.267072)
C (-1.914074, 0.422624, -0.495707)
C (-1.090852, 0.312641, 0.708193)
N (1.949945, -0.493766, 0.038509)
N (-1.401231, -0.854233, 0.160677)
H (1.586126, 1.591719, 0.025401)
H (-2.940811, 0.618726, -0.538084)
H (-1.605573, 0.543079, -1.512718)
H (-0.811169, 0.692510, 1.659010)
H (3.053818, -0.617438, 0.028345)
H (-1.724646, -1.622467, 0.645131)
H (1.606172, -1.495932, 0.321433)

Atomic forces in eV per Å
C -3.25 0.55 -0.41
C 0.55 -1.55 -0.25
C 2.08 -0.93 -1.84
N 3.40 -3.25 1.72
N 0.99 3.43 -0.50
H 1.08 -0.56 0.25
H -1.60 0.44 1.18
H 1.29 0.14 -0.20
H -0.57 0.23 0.60
H -2.55 0.99 -0.75
H -1.36 -1.99 0.94
H -0.06 2.50 -0.75

Output
- Total charge: +1
- E_tot: -227.5722 Ha
- Orbital gap (spin up / spin down): 9.14 / 9.14 eV
- Energy above the lowest of the compared OMol25 structures with the same formula, charge and spin: 114.3 kcal/mol